1 | The following is a quantum chemistry calculation of a gas-phase ion, C4H8N3 (charge +1), from OMol25.

## Properties
Total charge ... +1
Molar mass ... 98.1 g/mol
Highest occupied orbital energy (alpha / beta) ... -0.49600 / -0.49602 hartree

Element x y z (Å)
C -0.8948 0.6306 0.9650
C 0.3592 1.0401 0.6588
C 0.0906 -0.6992 -0.7944
C 2.2371 0.2205 -0.6723
N -1.4313 -0.4908 0.4762
N 0.9224 0.1135 -0.1661
N -2.6561 -0.7520 0.3598
H -1.5618 1.3043 1.5138
H 0.9671 1.8518 0.9832
H 0.3328 -1.7444 -1.1008
H 3.0025 -0.2627 -0.0068
H 2.3814 -0.4965 -1.4709
H 2.4700 1.2170 -0.8791
H -2.8328 -1.7061 0.4268
H -3.3863 -0.2260 -0.2932

Atomic partial charges in e from the Löwdin method, atoms 1 to 6: -0.08 -0.02 0.22 0.00 -0.08 -0.19

---

2 | The following is a quantum chemistry calculation of a molecular structure, C4H8N3, from OMol25.

## Properties
Total charge ... +1
Molar mass ... 98.1 g/mol
Highest occupied orbital energy (alpha / beta) ... -0.45158 / -0.45161 hartree

Element x y z (Å)
C 1.0652 -0.0774 0.7511
C 2.5230 0.2039 -0.6074
C 1.6889 -0.9787 -0.0765
C -3.6457 -0.2445 0.1038
N -1.4279 0.5865 -0.1686
N -2.5237 0.1766 -0.1342
N 1.7819 1.0305 0.3233
H -0.5067 -0.0500 -0.3724
H 0.4003 0.1301 1.6021
H 3.4881 -0.0880 -0.4467
H 2.3536 0.2963 -1.7294
H -4.4774 0.0944 -0.4804
H -3.8305 -0.9082 0.9516
H 1.7820 -2.0781 -0.0412
H 1.3291 1.9067 0.3250

Atomic partial charges in e from the Löwdin method, atoms 1 to 6: -0.23 -0.15 -0.02 0.14 0.27 -0.03

---

3 | The following is a quantum chemistry calculation of 2 unconnected molecules or ions with the total composition C4H8N3, from OMol25.

## Properties
Total charge ... +1
Molar mass ... 98.1 g/mol
Highest occupied orbital energy ... -0.51519 hartree

Element x y z (Å)
C 2.3446 0.3219 0.0826
C 3.0491 0.8487 0.8962
C -0.9248 -1.7952 0.2782
C -0.9447 0.4027 -0.5735
N -0.6506 -2.1585 -0.9008
N -0.8570 -0.4157 0.4587
N -0.8767 1.7262 -0.5256
H 1.6275 -0.0301 -0.7081
H 3.7438 1.2546 1.6734
H -1.1855 -2.4288 1.1541
H -0.9565 0.1467 -1.6119
H -0.4761 -3.0512 -1.1863
H -0.8124 -0.1410 1.4295
H -0.7487 2.1254 0.3700
H -1.1186 2.3273 -1.2800

Atomic partial charges in e from the Löwdin method, atoms 1 to 6: -0.05 -0.01 -0.19 -0.12 0.16 0.09

---

Tell me which of them is the least stable. Sure, it is 2.

---

1 | The following is a quantum chemistry calculation of a gas-phase ion, C4H8N3 (charge +1), from OMol25.

## Properties
Total charge ... +1
Molar mass ... 98.1 g/mol
SMILES string ... CN(C)C(=[NH2+])C#N
Highest occupied orbital energy ... -0.57591 hartree

Element x y z (Å)
C 0.4974 -0.3041 -0.8803
N -0.3629 -0.0005 0.2057
C -1.6994 0.4598 0.1237
C 0.2679 -0.0539 1.3253
N 1.5485 -0.4539 1.5527
C -0.4635 0.1663 2.5326
N -1.0289 0.4218 3.4741
H 1.0310 -1.3184 -0.7125
H -0.1411 -0.5558 -1.7734
H 1.2450 0.4487 -1.0612
H -1.9645 0.5929 -0.8853
H -2.3807 -0.2904 0.5712
H -1.7807 1.5514 0.5595
H 1.7171 -0.3223 2.5434
H 2.2214 -0.5809 0.8150

Atomic partial charges in e from the Löwdin method, atoms 1 to 6: -0.01 -0.14 0.00 -0.29 0.24 -0.12

---

2 | The following is a quantum chemistry calculation of a gas-phase ion, C4H8N3 (charge +1), from OMol25.

## Properties
Total charge ... +1
Molar mass ... 98.1 g/mol
SMILES string ... [H]/N=[NH+]/C1(N=C)CC1
Highest occupied orbital energy (alpha / beta) ... -0.49716 / -0.49721 hartree

Element x y z (Å)
H -1.7366 -2.4965 -1.2313
N -0.9103 -2.0219 -0.9895
N -0.9096 -0.8431 -0.5070
C 0.2224 -0.0464 -0.1442
N -0.1590 1.2986 -0.3067
C -1.0031 2.0000 0.1825
C 1.2093 -0.3759 0.9731
C 1.6367 -0.4484 -0.4275
H -1.7045 -0.3161 -0.6267
H -1.1006 3.1381 -0.0906
H -1.6911 1.8729 1.0566
H 1.0457 -1.2290 1.7272
H 1.4709 0.5830 1.4120
H 1.7741 -1.5103 -0.9341
H 2.3100 0.2660 -0.7694

Atomic partial charges in e from the Löwdin method, atoms 1 to 6: 0.10 0.30 0.13 -0.43 0.05 -0.03

---

Tell me which of them is the least stable. Sure, it is 2.

---

1 | The following is a quantum chemistry calculation of a molecular structure, C4H8N3, from OMol25.

## Properties
Total charge ... +1
Molar mass ... 98.1 g/mol
Highest occupied orbital energy ... -0.51590 hartree

Element x y z (Å)
C 0.0098 0.3474 -0.0248
C 0.8085 -1.7693 0.0321
C 2.0004 0.5836 0.0032
C -2.4957 0.3212 -0.0067
N 1.0713 -0.5530 -0.1060
N -1.1244 -0.1930 0.0106
N 0.8547 1.4716 -0.0789
H -0.1568 -2.1436 -0.0228
H 1.4043 -2.6658 -0.0002
H 2.6445 0.4044 0.8585
H 2.8189 0.5099 -0.8443
H -2.9817 0.2509 -1.0530
H -3.0093 -0.1515 0.6885
H -2.4456 1.3451 0.0766
H 0.6012 2.2421 0.4673

Atomic partial charges in e from the Löwdin method, atoms 1 to 6: -0.35 0.23 -0.05 -0.03 0.02 0.09

---

2 | The following is a quantum chemistry calculation of a gas-phase ion, C4H8N3 (charge +1), from OMol25.

## Properties
Total charge ... +1
Molar mass ... 98.1 g/mol
SMILES string ... CC[n+]1cnc[nH]1
Highest occupied orbital energy ... -0.56847 hartree

Element x y z (Å)
C 1.9487 0.5338 0.4303
C 1.3016 -0.6338 -0.1267
N -0.3547 -0.2819 -0.1413
C -1.1849 -0.7922 0.8013
N -2.3674 -0.2518 0.6245
C -2.3694 0.4406 -0.5450
N -1.1246 0.3772 -1.0010
H 1.7948 1.4171 -0.1042
H 3.0471 0.4799 0.4846
H 1.6009 0.6411 1.5782
H 1.3555 -1.5955 0.4361
H 1.3782 -0.7415 -1.1394
H -0.9923 -1.3612 1.6014
H -3.1876 0.8320 -1.1227
H -0.8457 0.9362 -1.7762

Atomic partial charges in e from the Löwdin method, atoms 1 to 6: -0.09 -0.05 0.00 -0.06 0.12 -0.03

---

Tell me which of them is the least stable. Sure, it is 1.

---

1 | The following is a quantum chemistry calculation of 2 unconnected molecules or ions with the total composition C2H6ClNO, from OMol25.

## Properties
Total charge ... 0
Molar mass ... 95.5 g/mol
SMILES string ... O=CNCl.C
Highest occupied orbital energy ... -0.40629 hartree

Element x y z (Å)
O -0.7610 -2.8606 0.0802
C 0.0368 -2.0903 0.4734
N 0.2216 -0.8760 -0.3408
Cl 1.9372 -0.4390 0.4494
H 0.2715 -1.9228 1.4786
H 0.7849 -1.2439 -0.9848
C -0.5381 1.8748 -0.2372
H -1.3865 1.8005 -0.8427
H -0.1597 1.1083 0.3895
H -0.5919 2.6912 0.4936
H 0.1851 1.9577 -0.9591

Atomic partial charges in e from the Löwdin method, atoms 1 to 6: 0.11 -0.43 -0.14 0.50 0.08 -0.04

---

2 | The following is a quantum chemistry calculation of 2 unconnected molecules or ions with the total composition C2H6ClNO, from OMol25.

## Properties
Total charge ... 0
Molar mass ... 95.5 g/mol
Highest occupied orbital energy (alpha / beta) ... -0.32335 / -0.29329 hartree

Element x y z (Å)
C 0.2946 0.9182 0.4059
C -0.5724 -1.7367 -1.7946
N -0.4806 0.2743 -0.7003
O -0.2281 -1.0452 -0.7886
Cl -1.5306 3.5591 1.8858
H 1.0875 0.2246 0.7201
H 0.7429 1.8819 0.1349
H -0.2680 1.1382 1.3201
H -0.1470 -2.7174 -1.6054
H -1.2987 2.8372 0.7392
H -1.0543 -1.4421 -2.7397

Atomic partial charges in e from the Löwdin method, atoms 1 to 6: -0.15 -0.03 -0.05 -0.15 0.22 0.07

---

Tell me which of them is the least stable. Sure, it is 2.

---

1 | The following is a quantum chemistry calculation of a single C21H25NO2 molecule, from OMol25.

## Properties
Total charge ... 0
Molar mass ... 323.4 g/mol
SMILES string ... CCOC(=O)C1CCN(Cc2ccc(-c3ccccc3)cc2)CC1
Highest occupied orbital energy ... -0.29419 hartree

Element x y z (Å)
C -2.3454 -2.5689 5.2524
C -1.9364 -3.4607 4.0891
O -1.5805 -2.6887 2.9412
C -0.3400 -2.1969 2.8998
O 0.4793 -2.3965 3.7613
C -0.0546 -1.3519 1.6723
C -0.7611 0.0100 1.7690
C -2.2552 -0.1003 1.4390
N -2.5462 -0.7219 0.1682
C -2.5627 0.1248 -1.0092
C -1.2456 0.6970 -1.4823
C -0.8013 1.9335 -1.0280
C 0.4162 2.4450 -1.4345
C 1.2300 1.7315 -2.3109
C 2.5289 2.2693 -2.7407
C 3.6467 1.4424 -2.8234
C 4.8685 1.9488 -3.2256
C 4.9923 3.2875 -3.5575
C 3.8868 4.1180 -3.4817
C 2.6656 3.6148 -3.0739
C 0.7782 0.5003 -2.7797
C -0.4437 -0.0030 -2.3765
C -1.9181 -2.0184 0.0572
C -0.4097 -2.0315 0.3438
H -1.5011 -1.9592 5.5646
H -2.6634 -3.1840 6.0893
H -3.1648 -1.9167 4.9588
H -2.7677 -4.0890 3.7618
H -1.0835 -4.0854 4.3739
H 1.0280 -1.1806 1.7020
H -0.6374 0.4222 2.7726
H -0.2793 0.6875 1.0623
H -2.7088 0.8935 1.4555
H -2.7432 -0.7099 2.2072
H -3.2502 0.9490 -0.7908
H -3.0008 -0.4723 -1.8160
H -1.4197 2.5053 -0.3494
H 0.7498 3.4003 -1.0558
H 3.5594 0.4005 -2.5504
H 5.7286 1.2971 -3.2788
H 5.9466 3.6820 -3.8741
H 3.9767 5.1624 -3.7437
H 1.8025 4.2636 -3.0323
H 1.3801 -0.0540 -3.4855
H -0.7849 -0.9515 -2.7685
H -2.1011 -2.4111 -0.9456
H -2.4184 -2.6754 0.7758
H -0.0538 -3.0637 0.3468
H 0.1143 -1.4947 -0.4492

Atomic partial charges in e from the Löwdin method, atoms 1 to 6: -0.06 -0.21 -0.03 -0.47 0.11 -0.21

---

2 | The following is a quantum chemistry calculation of a single C21H25NO2 molecule, from OMol25.

## Properties
Total charge ... 0
Molar mass ... 323.4 g/mol
SMILES string ... CN(C)[C@@H]1CCC[C@H]1OC(=O)C(c1ccccc1)c1ccccc1
Highest occupied orbital energy ... -0.31247 hartree

Element x y z (Å)
C -1.9058 -0.4649 -1.9396
N -1.5903 0.6931 -2.7547
C -2.8232 1.3385 -3.1686
C -0.7146 1.6441 -2.0779
C -0.2037 2.7265 -3.0540
C 1.3117 2.8621 -2.8306
C 1.5763 2.1590 -1.5050
C 0.5784 1.0034 -1.5450
O 0.4506 0.2883 -0.3153
C 0.0557 0.8903 0.8007
O -0.2141 2.0577 0.9170
C -0.0357 -0.0971 1.9630
C 1.3196 -0.3638 2.5780
C 1.3939 -0.5915 3.9473
C 2.6057 -0.8680 4.5533
C 3.7648 -0.9174 3.7979
C 3.7006 -0.6911 2.4345
C 2.4868 -0.4179 1.8270
C -0.7253 -1.3615 1.5001
C -2.1057 -1.4621 1.6204
C -2.7732 -2.5843 1.1630
C -2.0666 -3.6207 0.5784
C -0.6906 -3.5289 0.4592
C -0.0228 -2.4066 0.9161
H -2.4162 -0.1971 -1.0007
H -1.0034 -1.0173 -1.6925
H -2.5610 -1.1214 -2.5106
H -3.4129 1.7006 -2.3116
H -2.6059 2.1818 -3.8188
H -3.4240 0.6202 -3.7243
H -1.2358 2.1181 -1.2282
H -0.7105 3.6728 -2.8727
H -0.4084 2.4144 -4.0768
H 1.8554 2.3566 -3.6296
H 1.6308 3.9025 -2.8097
H 1.3348 2.8132 -0.6676
H 2.6043 1.8132 -1.3999
H 0.9141 0.2391 -2.2542
H -0.6606 0.3934 2.7176
H 0.4931 -0.5543 4.5431
H 2.6453 -1.0432 5.6184
H 4.7127 -1.1298 4.2696
H 4.6004 -0.7265 1.8375
H 2.4542 -0.2449 0.7621
H -2.6630 -0.6540 2.0742
H -3.8470 -2.6482 1.2626
H -2.5860 -4.4968 0.2195
H -0.1328 -4.3357 0.0067
H 1.0502 -2.3439 0.8206

Atomic partial charges in e from the Löwdin method, atoms 1 to 6: -0.08 -0.23 -0.10 -0.27 -0.12 -0.17

---

Tell me which of them is the least stable. Sure, it is 2.